A molecular structure, C39H40BF2N4PSSbSe4Ti at a distorted geometry, computed with ωB97M-V/def2-TZVPD.

As for the charge: 0. The value obtained for the lowest unoccupied orbital energy (spin up / spin down) is -1.2 / -1.2 eV. The HOMO-LUMO gap (spin up / spin down) is 4.9 / 5.0 eV. As for the spin multiplicity: 2.

Atoms and positions in Å:
Sb  -0.90  -1.66  -3.38
Se  -2.28  0.06  -4.51
Se  -0.42  -3.60  -4.67
Se  -1.77  -1.33  -0.94
Se  1.40  -0.68  -2.78
Ti  -0.10  0.39  -0.95
S  2.79  -3.13  0.02
P  -2.31  1.19  0.52
F  -1.03  -4.24  0.81
F  0.03  -4.63  -1.14
N  -0.89  3.57  -3.84
N  1.08  3.49  -2.52
N  1.14  -3.34  0.59
N  -0.72  2.05  -2.02
C  2.00  2.71  -1.69
C  3.77  -6.00  -2.57
C  3.08  -4.79  -0.56
C  2.67  0.70  2.30
C  -1.55  0.72  2.09
C  -4.91  1.02  -0.26
C  2.64  -6.00  0.02
C  -2.26  0.67  3.29
C  -1.58  5.12  1.00
C  -2.82  5.71  1.17
C  -2.60  2.95  0.86
C  -5.58  -1.18  1.27
C  -1.62  0.41  4.53
C  -4.26  -0.72  1.24
C  -0.33  3.35  -5.17
C  5.16  -3.04  3.96
C  3.71  -4.80  -1.81
C  -0.10  0.62  2.13
C  1.92  0.76  3.45
C  0.53  0.58  3.41
C  -0.25  0.49  4.60
C  0.69  0.47  0.96
C  2.75  -7.15  -0.74
C  -1.46  3.76  0.85
C  -0.19  3.04  -2.77
C  3.19  -7.15  -2.05
C  3.89  -3.60  3.98
C  -2.37  3.50  -3.78
C  -3.95  0.49  0.60
C  4.91  -2.61  1.61
C  3.63  -3.08  1.63
C  -6.55  -0.62  0.46
C  5.65  -2.53  2.77
C  1.62  4.79  -3.00
C  2.07  0.45  1.06
C  3.13  -3.58  2.82
C  -3.84  3.52  1.12
C  -3.95  4.91  1.20
C  -6.15  0.45  -0.36
B  0.06  -4.05  0.06
H  -2.91  6.82  1.19
H  -4.69  1.96  -0.81
H  2.11  5.30  -2.14
H  -2.68  3.69  -2.75
H  2.12  -4.01  2.83
H  -4.95  5.35  1.36
H  2.41  3.36  -0.86
H  -0.47  3.31  0.75
H  2.69  0.31  0.15
H  2.31  -6.03  1.07
H  3.75  0.87  2.32
H  -3.34  0.83  3.30
H  5.72  -2.92  4.88
H  1.01  -2.94  1.51
H  2.83  2.29  -2.26
H  -6.88  0.93  -1.01
H  -1.63  1.79  -2.40
H  -2.73  4.33  -4.40
H  4.17  -5.95  -3.58
H  0.80  5.42  -3.36
H  -0.65  4.23  -5.79
H  -0.70  5.76  0.96
H  4.14  -3.82  -2.14
H  -3.50  -1.25  1.75
H  0.78  3.39  -5.08
H  -0.72  2.40  -5.54
H  2.43  0.88  4.42
H  2.38  4.63  -3.79
H  3.48  -4.08  4.88
H  -7.60  -0.99  0.40
H  -4.77  2.92  1.26
H  -5.86  -1.96  1.98
H  3.05  -8.06  -2.63
H  5.33  -2.25  0.65
H  1.42  1.89  -1.24
H  0.24  0.55  5.57
H  6.66  -2.10  2.74
H  -2.71  2.53  -4.22
H  2.45  -8.14  -0.29
H  -2.22  0.30  5.47